DFT (ωB97M-V/def2-TZVPD) results for a structure of composition C28H35MoN3O4P2.

Computed properties:
LUMO level (alpha / beta), eV: -7.23 / -8.07
ΔE to the lowest compared entry with this formula, charge and spin, kcal/mol: 120.4
Total energy, eV: -62678.5745
Multiplicity: 3
Molar mass, g/mol: 635.49
Orbital gap (alpha / beta), eV: 5.88 / 5.55
Total charge: +2
<S²>: 2.06

Last column: Löwdin spin population.
Atoms and positions in Å:
1 N -0.53587 -1.13254 1.82158  0.029
2 H 2.12093 -3.39320 -3.13148  0.001
3 C 1.60816 1.62407 4.51607  0.000
4 C -1.09207 -1.12366 4.57917  0.001
5 C -1.62918 2.29137 0.30899  0.003
6 C -0.05956 -0.05788 2.51932  0.005
7 H -3.42043 1.88967 3.86800  0.000
8 H 1.53923 -5.75473 -1.31759  0.000
9 C -0.89600 -4.32370 -1.84783  -0.004
10 C -2.56312 1.64866 -2.30297  0.023
11 C 1.42818 -2.66796 -2.68683  0.007
12 H -1.73747 1.19830 0.31304  0.002
13 H 0.68190 0.23725 5.87616  0.000
14 C -2.72570 1.11861 3.51738  0.000
15 H -2.02798 5.07220 -0.59826  0.000
16 C -0.38384 0.50614 -2.62580  0.098
17 O 0.65551 0.75222 1.90019  0.011
18 H -1.62439 -4.28930 -1.02503  0.000
19 H 3.96263 1.81428 -0.84211  0.002
20 H -3.11272 1.06875 -1.55024  0.002
21 C -1.36715 1.34583 4.14976  0.000
22 H 1.55194 -0.53297 4.55047  0.000
23 C -1.70444 0.86168 -4.58443  0.077
24 C -1.68554 0.79781 -3.16988  -0.033
25 H 1.91225 2.96336 -2.15203  0.017
26 O -1.36431 -1.24273 5.76916  0.002
27 N -0.00181 -0.37724 -1.63956  0.097
28 C -1.10285 -2.25861 2.37211  0.011
29 H -0.68757 -5.36666 -2.11788  -0.001
30 H -1.81683 -3.00220 4.13116  0.000
31 C 0.54035 1.78893 -4.47557  0.045
32 H -0.72181 2.54244 0.86663  0.001
33 C 1.75250 -4.82861 -0.77111  0.004
34 H -3.13566 0.13533 3.78054  0.000
35 H 1.08095 2.47578 4.95742  0.000
36 H -2.66375 1.21076 2.42902  0.000
37 H -2.16836 4.97007 -2.38466  0.000
38 C 3.44537 0.91273 -1.19708  0.072
39 H -3.26859 2.24501 -2.89659  0.001
40 H -0.86267 2.23057 3.73100  0.000
41 C 0.90298 0.31862 4.80447  0.000
42 C 2.04929 0.94010 -1.40503  -0.013
43 H -1.29973 -3.77916 -2.71152  0.001
44 H 2.62492 1.59548 4.91172  0.000
45 H 2.78758 -4.52300 -0.95310  0.000
46 Mo 0.16023 -1.62701 -0.15480  0.753
47 H -1.47719 1.54702 5.22510  0.000
48 C 1.78735 -2.04480 0.88212  0.064
49 C 2.15137 -1.42000 -2.18395  0.024
50 O 2.74581 -2.35051 1.49623  0.058
51 P -1.49081 2.89433 -1.38926  0.069
52 H -0.57630 1.52702 -6.30334  0.000
53 H 1.37535 2.34875 -4.92026  0.001
54 H -2.51578 2.76803 0.75476  0.000
55 H 5.24928 -0.25934 -1.44775  -0.001
56 C 1.30655 2.05557 -1.99545  0.350
57 H 1.62738 -5.00590 0.30289  0.000
58 H -3.45239 4.24038 -1.34711  0.003
59 H 4.12090 -2.15706 -2.57542  0.003
60 H 0.64871 -2.45692 -3.43698  -0.001
61 C -0.40815 0.13056 4.00956  0.000
62 O -1.29464 -3.27134 1.69539  0.010
63 N -1.40761 -2.17019 3.72163  0.005
64 C 0.56107 1.46325 -3.11174  0.044
65 C 3.53876 -1.33437 -2.15161  0.059
66 P 0.60918 -3.54060 -1.26684  0.013
67 H 1.66136 1.75759 3.43313  0.000
68 H 0.04028 3.14706 -1.66190  0.021
69 C -0.56218 1.36391 -5.23013  0.024
70 C 4.16480 -0.23211 -1.54713  -0.003
71 C 1.43760 -0.38147 -1.49102  0.030
72 C -2.37832 4.45711 -1.43697  0.010
73 H -2.60787 0.64921 -5.15589  0.002

Cartesian forces, eV/Å:
-0.0726 -1.0779 -1.0424
0.0491 0.3341 0.0282
0.2218 0.2654 -0.2830
-0.4238 0.1299 2.1298
0.3810 0.0380 0.0739
0.9467 1.2914 -0.2805
0.0157 -0.2306 -0.0994
0.1033 0.2064 0.0925
-0.2307 -0.4752 -0.1522
-0.4986 -0.5626 0.0534
-0.0572 0.0109 -0.1493
0.0387 0.3425 0.0176
-0.1356 -0.0969 -0.2889
-0.1733 0.2518 -0.0360
-0.1856 -0.0331 -0.2200
0.1263 0.3917 -0.3544
-1.2582 -1.1065 0.4138
0.1275 -0.1538 -0.2479
-0.1496 -0.3751 -0.4428
0.0019 0.4907 0.1911
0.4806 -0.0144 0.4557
0.0026 0.1681 0.1282
0.4325 0.8614 0.7449
0.5085 -0.8616 -0.8108
-0.3367 -0.3159 -0.0105
0.4482 0.3678 -2.0225
-0.8128 1.8517 -1.3959
-0.1002 0.6565 1.3972
-0.2844 0.2192 -0.0382
0.0038 0.0972 0.1749
-0.6219 0.6659 -0.4736
-0.2272 -0.0063 0.1147
0.1959 -0.3095 0.3789
-0.0504 0.2718 -0.0797
0.1519 -0.1247 -0.0216
-0.1180 -0.2329 0.1022
-0.1723 -0.0545 0.2547
0.1545 0.3834 0.2853
0.1124 -0.3580 0.0297
-0.1754 -0.3279 0.0301
0.1123 -0.3272 0.2293
0.1346 -0.7812 0.3639
0.0652 -0.1471 0.2355
-0.1192 0.0775 0.0728
-0.1455 0.0026 0.0713
-0.0019 1.9284 3.1246
0.0331 -0.1890 -0.2265
3.9040 -1.9044 2.7824
0.6607 -0.6639 0.7190
-3.5643 1.5269 -2.5073
-0.3992 0.5896 0.6157
0.0493 -0.1928 0.1269
-0.6042 -0.0994 0.2361
0.2962 -0.2211 -0.0811
-0.2544 0.2060 0.0181
2.8268 -1.7688 -1.0571
0.0618 -0.1258 -0.1836
0.2740 0.2313 0.0372
-0.0487 0.3864 0.1789
0.2580 0.2089 0.2776
-0.2500 -0.4296 -0.5389
0.3649 0.9399 -0.4973
0.0614 -0.7167 -1.2278
0.3758 -0.6090 0.0461
-0.2981 -0.4882 -0.1257
0.0727 -1.2172 -1.1108
0.2073 0.2517 0.3511
-2.4094 -0.6698 0.3799
0.9371 -0.3664 -0.2000
-0.1874 0.1770 0.0130
-0.8594 1.0831 -0.9115
0.0925 0.0898 -0.1620
-0.0644 0.6401 0.3033